(1)
13 unconnected molecules or ions with the total composition C60H124F30N12P5, computed with ωB97M-V with the def2-TZVPD basis set.

Charge: +3
M, g/mol: 1738.546
Total energy, a.u.: -7720.751371
Kohn-Sham gap, eV: 10.46
Strongest force on any atom, eV Å⁻¹: 4.4
Relative energy (zero: lowest compared OMol25 entry of this formula, charge and spin), eV: 0.000
HOMO, eV: -14.810

Each line ends with the Mulliken charge.
Atoms and positions in Å:
C -0.667 1.741 -8.828  -1.572
C 0.082 0.866 -7.806  0.118
N 0.699 -0.275 -8.443  0.288
C 0.927 -1.532 -7.889  -0.297
C 1.473 -2.304 -8.855  -0.616
N 1.580 -1.579 -9.984  0.137
C 1.142 -0.333 -9.719  -0.138
C 1.975 -2.179 -11.270  -0.833
H -1.330 2.497 -8.432  0.371
H -1.288 1.120 -9.474  0.447
H -0.005 2.297 -9.531  0.378
H -0.617 0.490 -7.089  0.251
H 0.830 1.482 -7.358  0.202
H 0.552 -1.682 -6.909  0.366
H 1.800 -3.312 -8.723  0.533
H 1.012 0.459 -10.519  0.353
H 2.315 -1.396 -11.982  0.337
H 1.140 -2.714 -11.669  0.343
H 2.846 -2.848 -11.044  0.312
C -8.337 0.886 -3.342  -1.071
C -8.227 -0.385 -4.184  -0.468
N -7.253 -1.271 -3.627  0.281
C -7.309 -1.921 -2.378  -0.472
C -6.167 -2.627 -2.372  -0.645
N -5.500 -2.497 -3.578  0.366
C -6.224 -1.715 -4.337  -0.201
C -4.187 -2.952 -3.965  -0.662
H -8.757 1.623 -4.032  0.396
H -7.411 1.333 -2.985  0.197
H -9.088 0.812 -2.579  0.376
H -7.881 -0.091 -5.179  0.352
H -9.211 -0.814 -4.295  0.337
H -8.125 -1.697 -1.716  0.530
H -5.708 -3.109 -1.519  0.453
H -5.970 -1.420 -5.360  0.333
H -4.210 -4.026 -4.170  0.346
H -3.454 -2.658 -3.170  -0.013
H -3.872 -2.484 -4.878  0.362
C -0.837 -7.645 -2.053  -1.121
C -1.295 -6.391 -1.303  -0.266
N -0.176 -5.820 -0.451  0.501
C 1.044 -5.383 -0.852  -0.798
C 1.815 -5.074 0.221  -1.170
N 0.964 -5.161 1.296  0.341
C -0.215 -5.599 0.854  -0.525
C 1.177 -5.067 2.771  -0.363
H 0.046 -7.439 -2.706  0.155
H -1.614 -7.854 -2.819  0.419
H -0.650 -8.521 -1.394  0.351
H -2.136 -6.638 -0.650  0.418
H -1.642 -5.626 -1.925  0.161
H 1.330 -5.251 -1.884  0.633
H 2.833 -4.828 0.350  1.071
H -1.029 -5.851 1.490  0.605
H 1.881 -4.176 2.894  -0.027
H 1.617 -5.918 3.177  0.309
H 0.188 -4.757 3.106  0.060
C 6.760 -2.378 -2.454  -1.448
C 5.376 -2.979 -2.135  0.692
N 5.238 -4.441 -2.626  0.321
C 5.504 -5.588 -1.851  -0.542
C 5.121 -6.671 -2.548  -0.750
N 4.571 -6.269 -3.743  0.199
C 4.554 -4.971 -3.667  -0.625
C 3.928 -7.082 -4.793  -0.839
H 6.839 -1.437 -1.926  0.373
H 6.741 -2.127 -3.493  0.412
H 7.496 -3.051 -2.075  0.387
H 4.589 -2.465 -2.608  0.196
H 5.244 -3.009 -1.095  -0.513
H 5.990 -5.443 -0.946  0.704
H 5.242 -7.706 -2.217  0.438
H 4.095 -4.367 -4.410  0.887
H 4.726 -7.787 -5.152  0.346
H 3.520 -6.375 -5.482  0.297
H 3.220 -7.733 -4.331  0.341
C 1.121 5.055 0.690  -0.709
C 0.918 6.236 1.691  -0.647
C 2.104 6.243 2.666  -0.050
C 1.826 7.185 3.834  -1.019
N 3.190 7.612 4.500  0.193
C 2.867 8.403 5.760  -0.565
C 3.993 9.321 5.999  -0.624
C 4.885 9.244 4.687  -0.818
C 3.934 8.576 3.671  -0.363
C 4.061 6.369 4.883  -0.966
H 2.015 5.179 0.072  0.541
H 0.206 4.911 0.029  0.363
H 1.260 4.197 1.287  -0.234
H -0.008 6.002 2.215  0.070
H 0.879 7.194 1.165  0.545
H 2.993 6.615 2.164  0.525
H 2.264 5.206 3.015  -0.059
H 1.094 6.891 4.632  0.442
H 1.461 8.124 3.462  0.371
H 2.624 7.685 6.573  0.401
H 1.870 8.892 5.769  0.423
H 4.544 9.139 6.894  0.337
H 3.710 10.362 6.002  0.320
H 5.809 8.719 4.804  0.326
H 5.201 10.281 4.406  0.421
H 4.354 8.239 2.710  0.374
H 3.189 9.353 3.404  0.387
H 3.459 5.639 5.436  0.220
H 4.709 6.813 5.604  0.581
H 4.501 5.960 3.966  0.294
C 0.601 2.666 -4.536  -0.857
C 1.779 2.166 -3.744  -1.148
C 1.486 0.875 -3.028  0.519
C 0.583 1.124 -1.822  -0.765
N 0.470 0.052 -0.791  1.551
C -0.759 0.294 0.131  1.693
C -0.269 1.327 1.176  0.597
C 1.338 1.178 1.132  -1.273
C 1.611 0.111 0.095  0.438
C 0.305 -1.317 -1.384  0.398
H -0.112 3.238 -3.896  0.238
H 0.077 1.823 -4.987  0.022
H 0.667 3.400 -5.398  0.428
H 2.135 2.877 -3.009  0.381
H 2.633 1.906 -4.394  0.436
H 2.462 0.420 -2.825  0.073
H 0.955 0.196 -3.713  0.001
H -0.384 1.297 -2.296  -0.049
H 0.911 1.995 -1.275  0.531
H -0.995 -0.676 0.559  -0.995
H -1.651 0.591 -0.468  -0.611
H -0.658 1.062 2.174  -0.394
H -0.527 2.334 0.895  0.091
H 1.703 0.842 2.075  0.187
H 1.693 2.130 0.768  0.305
H 1.661 -0.839 0.599  -0.931
H 2.492 0.311 -0.491  0.762
H 0.982 -1.501 -2.210  0.012
H -0.726 -1.381 -1.771  -0.350
H 0.479 -2.042 -0.555  -0.439
C -1.191 -2.791 4.444  -1.851
C -0.523 -1.547 3.997  2.895
C 0.467 -0.887 4.941  -0.196
C 1.545 -1.879 5.413  -0.924
N 2.664 -1.194 6.118  0.497
C 3.720 -2.190 6.545  -0.565
C 5.005 -1.371 6.812  -0.626
C 4.738 0.017 6.117  -0.820
C 3.454 -0.147 5.320  0.485
C 2.131 -0.502 7.328  -0.769
H -0.392 -3.422 4.737  0.515
H -1.762 -3.342 3.703  0.226
H -1.925 -2.771 5.278  0.264
H -1.198 -0.757 3.628  -0.882
H 0.036 -1.787 3.022  -0.846
H 0.033 -0.535 5.867  0.444
H 0.997 -0.055 4.485  -0.220
H 2.030 -2.382 4.586  -0.087
H 1.083 -2.639 6.101  0.391
H 3.374 -2.667 7.466  0.435
H 3.811 -2.954 5.812  0.345
H 5.243 -1.264 7.862  0.339
H 5.793 -1.890 6.256  0.338
H 4.715 0.860 6.861  0.427
H 5.552 0.319 5.499  0.465
H 2.875 0.729 5.326  0.020
H 3.674 -0.539 4.345  -0.267
H 3.046 -0.048 7.761  0.483
H 1.609 -1.215 7.954  0.231
H 1.463 0.218 6.998  0.285
C -3.389 4.890 3.563  -1.618
C -2.682 4.018 2.515  -0.137
C -3.567 3.097 1.734  1.379
C -4.095 2.027 2.575  -1.382
N -5.341 1.328 2.000  0.730
C -6.597 2.134 1.970  -0.446
C -7.703 1.126 1.790  -0.893
C -7.165 -0.206 2.320  -0.598
C -5.682 0.000 2.630  -0.192
C -4.943 1.057 0.582  -1.838
H -4.006 5.557 2.981  0.459
H -2.654 5.542 4.047  0.382
H -4.043 4.318 4.250  0.311
H -1.949 3.453 3.122  -0.597
H -2.001 4.598 1.856  0.320
H -3.026 2.721 0.851  -0.429
H -4.393 3.758 1.341  0.431
H -4.366 2.518 3.485  0.907
H -3.311 1.317 2.837  0.001
H -6.525 2.885 1.200  0.391
H -6.622 2.666 3.005  0.443
H -7.989 1.187 0.767  0.235
H -8.576 1.413 2.331  0.487
H -7.265 -0.992 1.532  0.136
H -7.771 -0.639 3.095  0.510
H -5.013 -0.770 2.239  -0.241
H -5.553 -0.004 3.685  0.641
H -4.838 1.911 -0.024  0.561
H -5.674 0.382 0.146  0.658
H -4.056 0.501 0.652  0.189
P -3.796 1.085 -3.246  1.514
F -2.995 2.273 -4.021  -0.365
F -4.317 0.496 -4.646  -0.419
F -2.562 0.101 -3.343  -0.355
F -4.749 0.046 -2.421  -0.392
F -3.304 1.558 -1.720  -0.433
F -5.104 2.069 -3.197  -0.458
P 4.476 -2.164 1.679  1.787
F 2.843 -2.552 1.730  -0.453
F 4.803 -3.581 0.972  -0.434
F 4.198 -1.493 0.307  -0.416
F 6.060 -1.775 1.517  -0.409
F 4.238 -0.751 2.384  -0.537
F 4.838 -2.764 3.158  -0.445
P -3.062 -2.877 0.436  2.167
F -2.730 -1.841 1.652  -0.592
F -3.069 -4.001 1.560  -0.511
F -4.625 -2.619 0.698  -0.362
F -3.338 -3.923 -0.825  -0.503
F -3.064 -1.658 -0.596  -0.190
F -1.479 -3.073 0.253  -0.569
P 0.333 3.205 5.223  1.566
F 1.238 4.256 6.061  -0.349
F 0.577 2.081 6.356  -0.362
F -0.963 3.694 6.028  -0.462
F -0.568 2.102 4.429  -0.435
F 0.074 4.285 4.054  -0.564
F 1.637 2.535 4.453  -0.340
P 1.079 -3.591 -4.721  1.514
F 0.669 -2.052 -4.921  -0.483
F 2.257 -3.350 -5.816  -0.494
F 2.096 -3.080 -3.516  -0.220
F 1.531 -5.124 -4.489  -0.308
F -0.081 -3.757 -3.618  -0.470
F -0.009 -3.931 -5.891  -0.391

(2)
11 unconnected molecules or ions with the total composition C60H130N7O12, computed with ωB97M-V with the def2-TZVPD basis set.

Charge: +3
M, g/mol: 1141.737
Total energy, a.u.: -3649.199668
Kohn-Sham gap, eV: 4.39
Strongest force on any atom, eV Å⁻¹: 6.8
Relative energy (zero: lowest compared OMol25 entry of this formula, charge and spin), eV: 0.000
HOMO, eV: -10.155

Each line ends with the Mulliken charge.
Atoms and positions in Å:
C 9.071 -0.426 -3.883  -1.360
C 9.234 0.312 -2.570  -0.248
C 8.023 0.238 -1.570  -1.021
N 8.176 0.983 -0.228  0.554
C 9.435 0.434 0.583  -1.093
C 8.397 2.517 -0.379  -0.684
C 7.467 3.189 0.712  -1.011
C 6.320 2.164 0.774  -0.293
C 6.915 0.784 0.585  -0.548
H 9.835 -0.239 -4.637  0.374
H 8.082 -0.221 -4.295  0.323
H 9.082 -1.509 -3.765  0.344
H 9.598 1.336 -2.655  0.401
H 10.028 -0.218 -2.044  0.296
H 7.803 -0.811 -1.374  0.454
H 7.105 0.567 -2.056  0.577
H 9.462 0.793 1.612  0.412
H 10.372 0.644 0.069  0.349
H 9.147 -0.608 0.725  0.415
H 9.459 2.762 -0.404  0.424
H 8.152 2.709 -1.423  0.464
H 7.861 3.369 1.712  0.377
H 7.183 4.209 0.455  0.417
H 5.830 2.265 1.742  0.365
H 5.470 2.344 0.116  0.315
H 7.223 0.372 1.545  0.231
H 6.165 0.121 0.152  0.169
C 3.105 -2.233 -0.427  -1.505
C 3.785 -2.458 0.925  0.277
C 2.927 -3.237 1.960  -0.545
N 3.667 -3.878 3.169  0.362
C 4.753 -4.823 2.649  -0.933
C 2.595 -4.478 4.103  -0.490
C 3.276 -4.532 5.503  -0.464
C 4.224 -3.342 5.514  -0.745
C 4.225 -2.787 4.094  -0.468
H 2.114 -1.840 -0.201  0.208
H 2.980 -3.201 -0.912  0.520
H 3.781 -1.597 -0.999  0.316
H 4.192 -1.502 1.255  -0.328
H 4.631 -3.095 0.665  0.517
H 2.406 -4.076 1.498  0.487
H 2.145 -2.563 2.309  0.098
H 5.588 -4.448 2.058  0.296
H 4.315 -5.633 2.065  0.402
H 5.362 -5.194 3.473  0.385
H 2.409 -5.474 3.703  0.384
H 1.758 -3.786 4.003  0.238
H 3.746 -5.471 5.797  0.398
H 2.664 -4.444 6.400  0.158
H 5.263 -3.649 5.630  0.287
H 4.057 -2.599 6.294  0.477
H 5.081 -2.294 3.634  0.606
H 3.462 -2.008 4.101  0.059
C -1.605 -2.564 1.287  -1.248
C -3.026 -2.238 0.866  0.386
C -3.104 -1.889 -0.656  -0.131
N -4.595 -1.689 -1.128  0.446
C -5.303 -0.714 -0.151  -0.959
C -5.392 -3.031 -1.306  -0.824
C -5.053 -3.547 -2.658  -0.968
C -4.693 -2.445 -3.538  0.084
C -4.662 -1.202 -2.634  -0.400
H -1.241 -3.498 0.858  0.589
H -1.466 -2.592 2.367  0.200
H -0.885 -1.781 1.050  0.048
H -3.325 -1.339 1.404  -0.199
H -3.665 -3.099 1.062  0.229
H -2.759 -2.755 -1.221  0.529
H -2.512 -1.009 -0.909  -0.452
H -4.602 0.110 -0.022  0.084
H -5.363 -1.106 0.865  0.349
H -6.321 -0.540 -0.502  0.644
H -6.479 -2.942 -1.294  0.422
H -5.267 -3.700 -0.454  0.434
H -5.863 -4.199 -2.987  0.417
H -4.216 -4.219 -2.464  0.346
H -5.519 -2.312 -4.237  0.557
H -3.734 -2.549 -4.046  -0.265
H -5.601 -0.650 -2.687  0.472
H -3.930 -0.414 -2.810  0.106
C -0.665 -5.634 8.978  -1.415
C -1.232 -4.653 7.864  -0.088
C -0.976 -3.261 8.350  -0.840
N -1.403 -2.155 7.349  0.289
C -2.912 -2.092 7.239  -0.911
C -0.907 -0.687 7.671  -0.885
C -0.897 0.110 6.280  -0.610
C -0.822 -0.965 5.160  0.813
C -0.870 -2.303 5.941  -1.120
H 0.423 -5.623 9.043  0.349
H -0.995 -6.649 8.753  0.401
H -1.020 -5.367 9.974  0.371
H -2.312 -4.789 7.920  0.284
H -0.877 -4.948 6.877  0.288
H 0.039 -3.054 8.689  0.374
H -1.571 -3.025 9.232  0.495
H -3.204 -1.380 6.466  0.284
H -3.219 -1.653 8.188  0.415
H -3.391 -3.069 7.178  0.359
H -1.401 -0.253 8.541  0.498
H 0.078 -0.920 8.075  0.392
H -1.782 0.737 6.174  0.285
H -0.072 0.822 6.311  0.484
H -1.661 -0.945 4.465  -0.291
H 0.041 -0.824 4.509  -0.149
H -1.472 -3.103 5.511  0.607
H 0.118 -2.745 6.072  0.371
C -5.127 6.915 1.946  -1.402
C -4.465 5.864 2.851  -0.129
C -4.519 4.447 2.170  -0.666
N -4.099 3.259 3.036  0.765
C -5.317 2.744 3.904  -1.054
C -2.840 3.474 3.901  -0.740
C -1.772 2.444 3.481  -0.134
C -2.664 1.269 2.973  0.452
C -3.797 2.043 2.179  -0.742
H -5.300 7.864 2.456  0.398
H -6.052 6.523 1.525  0.391
H -4.491 7.171 1.099  0.316
H -5.030 5.762 3.778  0.356
H -3.432 6.132 3.073  0.321
H -3.991 4.387 1.218  0.097
H -5.473 4.066 1.805  0.578
H -6.152 2.464 3.263  0.377
H -5.548 3.608 4.527  0.395
H -5.062 1.792 4.371  0.287
H -3.065 3.309 4.955  0.186
H -2.589 4.529 3.801  0.241
H -1.159 2.171 4.340  0.427
H -1.132 2.951 2.760  0.031
H -3.073 0.767 3.849  -0.010
H -2.188 0.527 2.332  -0.060
H -4.708 1.537 1.861  0.780
H -3.421 2.447 1.239  -0.504
C -0.428 5.807 0.313  -1.680
C -0.790 4.449 -0.384  0.884
C 0.414 3.757 -1.057  -0.940
N -0.080 2.426 -1.717  0.702
C -0.948 1.530 -0.829  0.767
C -0.744 2.753 -3.060  -0.235
C 0.352 3.186 -4.014  -0.109
C 1.528 2.353 -3.558  -0.398
C 1.163 1.702 -2.269  0.007
H -0.232 6.473 -0.527  0.465
H 0.514 5.673 0.843  0.375
H -1.220 6.232 0.930  0.312
H -1.611 4.679 -1.063  0.246
H -1.324 3.870 0.370  -0.524
H 1.169 3.478 -0.322  0.569
H 0.788 4.489 -1.773  0.493
H -1.867 2.092 -0.663  -0.172
H -0.386 1.445 0.102  0.290
H -1.075 0.567 -1.324  -1.050
H -1.201 1.808 -3.353  -0.199
H -1.582 3.428 -2.883  0.297
H 0.009 2.763 -4.959  -0.418
H 0.486 4.225 -4.313  0.480
H 1.871 1.719 -4.376  0.476
H 2.366 2.975 -3.244  0.181
H 0.856 0.696 -2.555  -0.392
H 1.885 1.672 -1.453  0.270
C -0.138 2.415 -8.334  -1.217
C -0.314 0.934 -8.700  -0.809
C -1.063 0.336 -7.558  -0.227
N -1.031 -1.219 -7.573  0.409
C 0.247 -1.786 -6.941  -0.654
C -1.385 -1.912 -8.942  -0.590
C -2.910 -1.884 -9.055  -0.691
C -3.444 -1.762 -7.617  -0.913
C -2.257 -1.716 -6.706  0.011
H 0.458 2.891 -9.113  0.441
H 0.383 2.530 -7.384  0.205
H -1.012 3.053 -8.209  0.307
H 0.631 0.438 -8.920  0.492
H -0.720 0.901 -9.711  0.383
H -2.121 0.592 -7.628  0.334
H -0.624 0.567 -6.588  0.176
H 0.151 -1.826 -5.856  0.033
H 1.073 -1.122 -7.197  0.387
H 0.421 -2.790 -7.329  0.271
H -1.115 -2.968 -8.940  0.482
H -0.947 -1.337 -9.757  0.326
H -3.256 -2.817 -9.501  0.373
H -3.220 -1.072 -9.712  0.254
H -4.119 -2.529 -7.237  0.526
H -4.141 -0.947 -7.419  0.473
H -1.971 -2.722 -6.399  0.503
H -2.443 -0.988 -5.917  -0.244
O -0.048 -1.919 -2.031  0.202
C -0.692 -2.010 -3.127  0.169
O -0.960 -3.168 -3.475  -0.931
O -0.939 -1.055 -3.836  -0.443
H 0.380 -2.778 -2.032  0.107
O -2.818 2.919 -6.131  -0.212
C -4.017 2.999 -6.708  0.573
O -4.828 3.617 -5.990  -0.780
O -4.188 2.604 -7.855  -0.732
H -3.344 3.321 -5.435  0.211
O 2.630 0.742 1.226  0.018
C 1.905 0.798 2.307  0.619
O 2.148 -0.051 3.197  -0.779
O 1.000 1.663 2.396  -0.809
H 3.032 -0.024 1.642  -0.050
O -5.231 3.861 -2.552  -0.550
C -4.860 2.902 -1.700  0.110
O -3.999 2.137 -2.080  0.083
O -5.268 2.939 -0.494  -0.738
H -4.746 3.434 -3.262  0.290